*i*
A cluster of 3 separate species, C3H15N2O2 in total. Source: the Open Molecules 2025 dataset; level of theory: ωB97M-V/def2-TZVPD.

Summary:
LUMO   -3.05 eV
E_HOMO   -0.4916 hartree
Kohn-Sham gap   10.33 eV
Charge   +1

CARTESIAN COORDINATES (ANGSTROEM)
1 C -2.04 0.47 0.00
2 C -1.49 0.06 -1.33
3 C -0.02 0.49 -1.64
4 N 0.87 -0.18 -0.67
5 N -1.90 -0.66 1.06
6 H -3.05 0.97 -0.27
7 H -1.54 1.40 0.45
8 H -1.50 -1.07 -1.36
9 H -2.21 0.49 -2.07
10 H 0.06 0.33 -2.71
11 H 0.04 1.63 -1.33
12 H 1.00 -1.17 -1.01
13 H 0.54 -0.16 0.27
14 H 1.82 0.30 -0.67
15 H -2.66 -1.23 0.75
16 H -1.95 -0.29 1.97
17 H 3.72 -1.09 -0.12
18 H 3.09 -2.41 -0.63
19 O 2.91 -1.44 -0.42
20 H 0.91 0.68 3.68
21 H 1.81 1.93 3.02
22 O 1.61 0.95 3.04

Taken from the Mulliken analysis, the atomic charges in e are: atom 1 (C): -0.71, atom 2 (C): -0.47, atom 3 (C): -0.69, atom 4 (N): -0.23, atom 5 (N): -0.51, atom 6 (H): 0.33, atom 7 (H): 0.36, atom 8 (H): 0.32, atom 9 (H): 0.35, atom 10 (H): 0.33, atom 11 (H): 0.35, atom 12 (H): 0.43, atom 13 (H): 0.26, atom 14 (H): 0.42, atom 15 (H): 0.25, atom 16 (H): 0.22, atom 17 (H): 0.29, atom 18 (H): 0.30, atom 19 (O): -0.58, atom 20 (H): 0.33, atom 21 (H): 0.34, atom 22 (O): -0.66

*ii*
A structure of composition C3H15N2O2. Source: the Open Molecules 2025 dataset; level of theory: ωB97M-V/def2-TZVPD.

Summary:
LUMO   -5.30 eV
E_HOMO   -0.4935 hartree
Kohn-Sham gap   8.13 eV
Charge   +1

CARTESIAN COORDINATES (ANGSTROEM)
1 C 0.43 -1.27 -0.04
2 C 0.91 -2.25 0.77
3 C 2.04 -1.02 -0.22
4 N 2.66 -0.27 0.88
5 N -0.44 0.89 2.31
6 H -0.05 -1.55 -0.97
7 H -0.04 -0.39 0.40
8 H 1.14 -2.06 1.82
9 H 1.06 -3.24 0.38
10 H 1.97 -0.29 -1.02
11 H 2.63 -1.84 -0.62
12 H 0.48 1.27 2.15
13 H 3.34 0.40 0.55
14 H 3.10 -0.85 1.57
15 H -0.40 0.02 2.81
16 H -0.98 1.52 2.89
17 H -2.72 0.59 -2.20
18 H -1.73 1.05 -1.05
19 O -2.30 0.36 -1.37
20 H -3.32 3.27 -3.65
21 H -4.30 2.95 -2.50
22 O -3.46 2.69 -2.89

Taken from the Mulliken analysis, the atomic charges in e are: atom 1 (C): 0.25, atom 2 (C): -0.65, atom 3 (C): -0.40, atom 4 (N): -0.52, atom 5 (N): -0.65, atom 6 (H): 0.33, atom 7 (H): 0.09, atom 8 (H): 0.30, atom 9 (H): 0.34, atom 10 (H): 0.41, atom 11 (H): 0.41, atom 12 (H): 0.20, atom 13 (H): 0.26, atom 14 (H): 0.22, atom 15 (H): 0.17, atom 16 (H): 0.24, atom 17 (H): 0.33, atom 18 (H): 0.30, atom 19 (O): -0.65, atom 20 (H): 0.32, atom 21 (H): 0.32, atom 22 (O): -0.62

Relative energy of each structure, in eV: *i* 0.000; *ii* 1.663.

*i*
An isolated molecule of C4H5ClN2O. Source: the Open Molecules 2025 dataset; level of theory: ωB97M-V/def2-TZVPD.

Summary:
Structure (SMILES)   [H]/N=C/NC(=O)C(=C)Cl
LUMO   0.06 eV
E_HOMO   -0.3622 hartree
Kohn-Sham gap   9.91 eV
Charge   0

CARTESIAN COORDINATES (ANGSTROEM)
1 H 3.06 -1.75 0.63
2 N 2.80 -0.96 0.01
3 C 1.52 -0.66 0.08
4 N 1.07 0.26 -0.95
5 C -0.19 0.82 -0.51
6 O -0.37 2.00 -0.75
7 C -1.29 -0.05 -0.12
8 C -2.15 0.49 0.68
9 Cl -1.73 -1.59 -0.74
10 H 0.90 -1.08 0.88
11 H 1.75 0.99 -1.30
12 H -3.16 -0.05 0.84
13 H -2.21 1.60 1.24

Taken from the Mulliken analysis, the atomic charges in e are: atom 1 (H): 0.25, atom 2 (N): -0.62, atom 3 (C): -0.03, atom 4 (N): -0.22, atom 5 (C): 0.40, atom 6 (O): -0.53, atom 7 (C): 0.30, atom 8 (C): -0.55, atom 9 (Cl): -0.14, atom 10 (H): 0.33, atom 11 (H): 0.35, atom 12 (H): 0.24, atom 13 (H): 0.23

*ii*
An isolated molecule of C4H5ClN2O. Source: the Open Molecules 2025 dataset; level of theory: ωB97M-V/def2-TZVPD.

Summary:
Structure (SMILES)   [H]/N=C(\N)C(=O)/C=C/Cl
LUMO   -0.40 eV
E_HOMO   -0.3563 hartree
Kohn-Sham gap   9.30 eV
Charge   0

CARTESIAN COORDINATES (ANGSTROEM)
1 H 2.13 0.53 1.87
2 N 1.42 -0.03 1.36
3 C 0.79 0.79 0.60
4 N 0.81 2.15 0.52
5 C -0.26 0.18 -0.34
6 O -0.96 0.94 -0.98
7 C -0.43 -1.29 -0.37
8 C -1.43 -1.83 -1.05
9 Cl -1.66 -3.56 -1.23
10 H 0.19 2.50 -0.23
11 H 1.30 2.71 1.19
12 H 0.23 -1.92 0.24
13 H -2.11 -1.18 -1.58

Taken from the Mulliken analysis, the atomic charges in e are: atom 1 (H): 0.21, atom 2 (N): -0.61, atom 3 (C): 0.07, atom 4 (N): -0.37, atom 5 (C): 0.98, atom 6 (O): -0.65, atom 7 (C): -0.57, atom 8 (C): -0.11, atom 9 (Cl): -0.16, atom 10 (H): 0.26, atom 11 (H): 0.20, atom 12 (H): 0.38, atom 13 (H): 0.38

Relative energy of each structure, in eV: *i* 1.598; *ii* 0.000.

*i*
A cluster of 2 separate species, C2H6NO2 in total. Source: the Open Molecules 2025 dataset; level of theory: ωB97M-V/def2-TZVPD.

Summary:
LUMO   -4.14 eV
E_HOMO   -0.5352 hartree
Kohn-Sham gap   10.42 eV
Charge   +1

CARTESIAN COORDINATES (ANGSTROEM)
1 C 0.11 -2.25 -1.26
2 C 0.56 1.52 0.30
3 N -0.76 0.84 0.52
4 O -0.48 -1.33 -0.76
5 O 0.99 2.04 1.41
6 H -0.15 -3.25 -1.08
7 H 1.07 -2.21 -1.87
8 H -1.29 1.40 -0.18
9 H -1.21 0.86 1.51
10 H -0.69 -0.19 0.00
11 H 1.85 2.56 1.40

Taken from the Mulliken analysis, the atomic charges in e are: atom 1 (C): -0.05, atom 2 (C): -0.16, atom 3 (N): -0.31, atom 4 (O): -0.39, atom 5 (O): -0.32, atom 6 (H): 0.27, atom 7 (H): 0.23, atom 8 (H): 0.42, atom 9 (H): 0.36, atom 10 (H): 0.51, atom 11 (H): 0.45

*ii*
A cluster of 2 separate species, C2H6NO2 in total. Source: the Open Molecules 2025 dataset; level of theory: ωB97M-V/def2-TZVPD.

Summary:
LUMO   -4.89 eV
E_HOMO   -0.5726 hartree
Kohn-Sham gap   10.69 eV
Charge   +1

CARTESIAN COORDINATES (ANGSTROEM)
1 C 2.29 0.21 -0.41
2 N 1.57 -0.59 0.25
3 H 1.88 1.18 -0.69
4 H 3.30 -0.05 -0.69
5 H 1.88 -1.52 0.53
6 H 0.59 -0.31 0.51
7 O -0.84 0.53 0.59
8 C -2.00 0.45 0.28
9 O -2.47 -0.58 -0.39
10 H -2.75 1.22 0.53
11 H -3.43 -0.54 -0.50

Taken from the Mulliken analysis, the atomic charges in e are: atom 1 (C): -0.10, atom 2 (N): -0.07, atom 3 (H): 0.28, atom 4 (H): 0.28, atom 5 (H): 0.27, atom 6 (H): 0.41, atom 7 (O): -0.63, atom 8 (C): 0.25, atom 9 (O): -0.40, atom 10 (H): 0.33, atom 11 (H): 0.37

*iii*
A cluster of 2 separate species, C2H6NO2 in total. Source: the Open Molecules 2025 dataset; level of theory: ωB97M-V/def2-TZVPD.

Summary:
LUMO   -5.11 eV
E_HOMO   -0.5556 hartree
Kohn-Sham gap   10.00 eV
Charge   +1

CARTESIAN COORDINATES (ANGSTROEM)
1 C 0.88 -0.79 2.05
2 N 0.99 -1.66 1.13
3 H 1.11 0.24 1.83
4 H 0.49 -1.06 3.02
5 H 0.83 -2.66 1.21
6 H 1.18 -1.36 0.17
7 O 0.05 0.18 -0.62
8 C -0.77 0.63 -1.40
9 O -1.15 1.88 -1.29
10 H -1.23 0.04 -2.19
11 H -1.78 2.18 -1.97

Taken from the Mulliken analysis, the atomic charges in e are: atom 1 (C): -0.06, atom 2 (N): -0.09, atom 3 (H): 0.29, atom 4 (H): 0.29, atom 5 (H): 0.28, atom 6 (H): 0.32, atom 7 (O): -0.51, atom 8 (C): 0.22, atom 9 (O): -0.40, atom 10 (H): 0.28, atom 11 (H): 0.38

Relative energy of each structure, in eV: *i* 3.425; *ii* 0.000; *iii* 0.246.

*i*
A structure of composition C5H6N2S. Source: the Open Molecules 2025 dataset; level of theory: ωB97M-V/def2-TZVPD.

Summary:
LUMO   0.93 eV
E_HOMO   -0.2874 hartree
Kohn-Sham gap   8.75 eV
Charge   0

CARTESIAN COORDINATES (ANGSTROEM)
1 C -1.56 0.93 -0.23
2 C -0.28 -1.03 0.24
3 C 1.85 -0.36 -0.07
4 C 1.17 0.80 0.05
5 C -0.24 0.48 0.47
6 H -1.93 1.91 0.17
7 H -1.42 1.02 -1.34
8 H 1.30 -2.30 -0.45
9 H 2.86 -0.40 -0.43
10 H 1.59 1.80 -0.07
11 H -0.39 0.72 1.52
12 N -1.36 -1.61 -0.03
13 N 1.04 -1.47 0.12
14 S -2.63 -0.48 0.07

Taken from the Mulliken analysis, the atomic charges in e are: atom 1 (C): -0.64, atom 2 (C): 0.22, atom 3 (C): -0.42, atom 4 (C): -0.65, atom 5 (C): 0.32, atom 6 (H): 0.36, atom 7 (H): 0.29, atom 8 (H): 0.30, atom 9 (H): 0.39, atom 10 (H): 0.35, atom 11 (H): 0.32, atom 12 (N): -0.61, atom 13 (N): -0.17, atom 14 (S): -0.06

*ii*
An isolated molecule of C5H6N2S. Source: the Open Molecules 2025 dataset; level of theory: ωB97M-V/def2-TZVPD.

Summary:
Structure (SMILES)   C=Cn1ccc(S)n1
LUMO   0.92 eV
E_HOMO   -0.3129 hartree
Kohn-Sham gap   9.43 eV
Charge   0

CARTESIAN COORDINATES (ANGSTROEM)
1 C 2.70 -0.44 -0.05
2 C 1.54 -1.02 0.03
3 N 0.29 -0.35 -0.01
4 C 0.02 1.00 -0.04
5 C -1.32 1.12 -0.06
6 C -1.82 -0.20 -0.01
7 S -3.49 -0.69 -0.10
8 N -0.89 -1.09 0.00
9 H 2.89 0.61 -0.20
10 H 3.61 -1.03 -0.09
11 H 1.45 -2.09 -0.05
12 H 0.80 1.77 -0.08
13 H -1.84 2.09 -0.03
14 H -3.93 0.31 0.70

Taken from the Mulliken analysis, the atomic charges in e are: atom 1 (C): -0.85, atom 2 (C): 0.20, atom 3 (N): 0.69, atom 4 (C): -0.22, atom 5 (C): -0.62, atom 6 (C): 0.43, atom 7 (S): -0.23, atom 8 (N): -0.95, atom 9 (H): 0.20, atom 10 (H): 0.24, atom 11 (H): 0.36, atom 12 (H): 0.27, atom 13 (H): 0.35, atom 14 (H): 0.13

*iii*
An isolated molecule of C5H6N2S. Source: the Open Molecules 2025 dataset; level of theory: ωB97M-V/def2-TZVPD.

Summary:
Structure (SMILES)   C=Cn1cncc1S
LUMO   0.13 eV
E_HOMO   -0.3228 hartree
Kohn-Sham gap   8.91 eV
Charge   0

CARTESIAN COORDINATES (ANGSTROEM)
1 C 2.01 -1.27 -0.21
2 C 0.59 -1.26 -0.08
3 N 0.08 0.18 0.08
4 C 0.63 1.44 -0.16
5 N -0.27 2.35 -0.06
6 C -1.54 1.73 -0.10
7 C -1.40 0.34 -0.11
8 S -2.44 -1.08 -0.15
9 H 2.89 -0.54 0.00
10 H 2.15 -2.42 -0.02
11 H -0.07 -1.89 -0.16
12 H 1.74 1.65 0.03
13 H -2.54 2.25 -0.18
14 H -1.85 -1.47 1.12

Taken from the Mulliken analysis, the atomic charges in e are: atom 1 (C): -0.73, atom 2 (C): -0.21, atom 3 (N): 0.07, atom 4 (C): 0.11, atom 5 (N): -0.58, atom 6 (C): -0.22, atom 7 (C): 0.14, atom 8 (S): -0.30, atom 9 (H): 0.26, atom 10 (H): 0.22, atom 11 (H): 0.56, atom 12 (H): 0.17, atom 13 (H): 0.33, atom 14 (H): 0.16

Relative energy of each structure, in eV: *i* 0.000; *ii* 0.249; *iii* 2.996.

*i*
A structure of composition HN3O3. Source: the Open Molecules 2025 dataset; level of theory: ωB97M-V/def2-TZVPD.

Summary:
LUMO   -0.63 eV
E_HOMO   -0.3821 hartree
Kohn-Sham gap   9.76 eV
Charge   0

CARTESIAN COORDINATES (ANGSTROEM)
1 N 1.51 1.16 0.49
2 N 0.70 0.39 0.78
3 N -1.16 -0.83 -0.56
4 O -1.38 -1.25 0.53
5 O -1.67 -1.15 -1.59
6 O -0.25 0.13 -0.71
7 H 2.24 1.56 1.06

Taken from the Mulliken analysis, the atomic charges in e are: atom 1 (N): -0.21, atom 2 (N): 0.28, atom 3 (N): 1.12, atom 4 (O): -0.58, atom 5 (O): -0.58, atom 6 (O): -0.36, atom 7 (H): 0.32

*ii*
A cluster of 2 separate species, HN3O3 in total. Source: the Open Molecules 2025 dataset; level of theory: ωB97M-V/def2-TZVPD.

Summary:
LUMO (spin up / spin down)   -0.55 / -1.59 eV
E_HOMO (spin up / spin down)   -0.3737 / -0.3299 hartree
Kohn-Sham gap (spin up / spin down)   9.62 / 7.38 eV
Charge   0

CARTESIAN COORDINATES (ANGSTROEM)
1 N -0.76 0.45 0.12
2 N -1.68 -0.24 0.47
3 N 1.65 -0.24 -0.12
4 O 0.83 -0.67 0.64
5 O -0.33 1.27 -0.65
6 O 2.77 -0.48 -0.35
7 H -2.48 -0.10 -0.10

Taken from the Mulliken analysis, the atomic charges in e are: atom 1 (N): 0.84, atom 2 (N): -0.52, atom 3 (N): 0.71, atom 4 (O): -0.35, atom 5 (O): -0.48, atom 6 (O): -0.45, atom 7 (H): 0.24

Relative energy of each structure, in eV: *i* 0.000; *ii* 0.949.

*i*
A cluster of 2 separate species, C4H9O3 in total. Source: the Open Molecules 2025 dataset; level of theory: ωB97M-V/def2-TZVPD.

Summary:
LUMO   3.67 eV
E_HOMO   -0.1493 hartree
Kohn-Sham gap   7.73 eV
Charge   -1

CARTESIAN COORDINATES (ANGSTROEM)
1 C -1.26 0.35 -0.28
2 C -2.71 0.68 0.06
3 C -1.06 -1.09 -0.85
4 O 0.00 -1.65 -0.48
5 O -1.94 -1.51 -1.63
6 H -0.95 1.06 -1.05
7 H -0.63 0.43 0.61
8 H -2.87 1.76 0.20
9 H -3.05 0.19 0.98
10 H -3.39 0.35 -0.73
11 C 2.75 -0.15 0.85
12 O 3.88 -0.30 -0.05
13 H 3.71 0.23 -0.83
14 H 1.96 -0.83 0.54
15 H 3.14 -0.40 1.83
16 H 2.42 0.89 0.85

Taken from the Mulliken analysis, the atomic charges in e are: atom 1 (C): -0.10, atom 2 (C): -1.12, atom 3 (C): 0.43, atom 4 (O): -0.72, atom 5 (O): -0.75, atom 6 (H): 0.20, atom 7 (H): 0.15, atom 8 (H): 0.32, atom 9 (H): 0.29, atom 10 (H): 0.28, atom 11 (C): -0.36, atom 12 (O): -0.54, atom 13 (H): 0.28, atom 14 (H): 0.20, atom 15 (H): 0.24, atom 16 (H): 0.20

*ii*
A cluster of 2 separate species, C4H9O3 in total. Source: the Open Molecules 2025 dataset; level of theory: ωB97M-V/def2-TZVPD.

Summary:
LUMO   4.18 eV
E_HOMO   -0.1662 hartree
Kohn-Sham gap   8.70 eV
Charge   -1

CARTESIAN COORDINATES (ANGSTROEM)
1 C -0.08 2.88 1.39
2 C 0.09 1.42 0.97
3 O -0.70 1.08 0.08
4 O 1.00 0.77 1.45
5 H -0.61 2.92 2.22
6 H -0.80 3.22 0.60
7 H 0.83 3.51 1.25
8 C -0.59 -1.93 -1.39
9 C 0.23 -2.99 -0.60
10 O 0.16 -0.83 -1.73
11 H -1.12 -2.32 -2.23
12 H -1.23 -1.66 -0.62
13 H -0.46 -3.78 -0.05
14 H -0.03 -0.19 -0.84
15 H 0.90 -2.55 0.25
16 H 1.00 -3.56 -1.14

Taken from the Mulliken analysis, the atomic charges in e are: atom 1 (C): -1.03, atom 2 (C): 0.74, atom 3 (O): -0.81, atom 4 (O): -0.69, atom 5 (H): 0.32, atom 6 (H): 0.27, atom 7 (H): 0.25, atom 8 (C): -0.36, atom 9 (C): -0.86, atom 10 (O): -0.59, atom 11 (H): 0.32, atom 12 (H): 0.25, atom 13 (H): 0.25, atom 14 (H): 0.44, atom 15 (H): 0.22, atom 16 (H): 0.28

*iii*
A cluster of 2 separate species, C4H9O3 in total. Source: the Open Molecules 2025 dataset; level of theory: ωB97M-V/def2-TZVPD.

Summary:
LUMO   4.05 eV
E_HOMO   -0.1596 hartree
Kohn-Sham gap   8.39 eV
Charge   -1

CARTESIAN COORDINATES (ANGSTROEM)
1 C 0.93 -0.52 -0.63
2 C 0.36 -0.51 -2.09
3 C 0.12 -1.59 0.26
4 O -0.06 -2.73 -0.16
5 O 0.00 -1.21 1.47
6 H 1.88 -1.05 -0.62
7 H 0.89 0.48 -0.15
8 H 0.13 -1.43 -2.46
9 H 0.76 0.23 -2.80
10 H -0.67 -0.07 -2.17
11 C -1.10 1.57 1.45
12 O 0.29 1.48 1.89
13 H 0.66 0.51 1.87
14 H -1.13 2.54 1.02
15 H -1.25 0.73 0.80
16 H -1.79 1.57 2.29

Taken from the Mulliken analysis, the atomic charges in e are: atom 1 (C): -0.16, atom 2 (C): -1.31, atom 3 (C): 0.46, atom 4 (O): -0.73, atom 5 (O): -0.79, atom 6 (H): 0.24, atom 7 (H): 0.27, atom 8 (H): 0.41, atom 9 (H): 0.34, atom 10 (H): 0.28, atom 11 (C): -0.41, atom 12 (O): -0.60, atom 13 (H): 0.40, atom 14 (H): 0.20, atom 15 (H): 0.19, atom 16 (H): 0.20

*iv*
A cluster of 2 separate species, C4H9O3 in total. Source: the Open Molecules 2025 dataset; level of theory: ωB97M-V/def2-TZVPD.

Summary:
LUMO   4.23 eV
E_HOMO   -0.1708 hartree
Kohn-Sham gap   8.88 eV
Charge   -1

CARTESIAN COORDINATES (ANGSTROEM)
1 C -1.20 2.78 -0.82
2 C -0.22 1.73 -0.22
3 O 0.47 1.01 -1.05
4 O -0.01 1.84 0.98
5 H -0.56 3.55 -1.23
6 H -1.73 3.33 -0.02
7 H -1.98 2.47 -1.50
8 C 0.62 -1.43 0.87
9 C 0.30 -2.81 0.18
10 O 1.66 -0.82 0.15
11 H -0.24 -0.73 0.97
12 H 0.95 -1.68 1.87
13 H -0.60 -2.82 -0.45
14 H 1.18 0.05 -0.34
15 H 0.17 -3.49 1.04
16 H 1.20 -3.00 -0.42

Taken from the Mulliken analysis, the atomic charges in e are: atom 1 (C): -1.06, atom 2 (C): 0.71, atom 3 (O): -0.75, atom 4 (O): -0.65, atom 5 (H): 0.24, atom 6 (H): 0.31, atom 7 (H): 0.29, atom 8 (C): -0.13, atom 9 (C): -0.93, atom 10 (O): -0.68, atom 11 (H): 0.12, atom 12 (H): 0.26, atom 13 (H): 0.24, atom 14 (H): 0.50, atom 15 (H): 0.27, atom 16 (H): 0.24

Relative energy of each structure, in eV: *i* 0.069; *ii* 0.750; *iii* 0.650; *iv* 0.000.